Entry 1:
Computed, not measured: a 6-piece molecular cluster, H12O6 overall at a distorted geometry, with ωB97M-V/def2-TZVPD.

XYZ file:
```
18
Properties=species:S:1:pos:R:3:forces:R:3:mulliken_charge:R:1
O 21.3293 19.0358 -11.4427 2.4 -0.3 1.2 -0.7045
H 20.4580 18.7220 -11.5402 -1.9 -0.5 -0.2 0.3449
H 21.6760 18.5666 -10.6418 -0.6 0.9 -0.8 0.3395
O 18.4683 18.8986 -15.2911 1.3 -1.5 -0.5 -0.6049
H 17.9988 19.6553 -14.9987 -0.3 1.1 0.4 0.2677
H 19.4363 19.0294 -15.2344 -0.7 0.3 0.1 0.3493
O 21.2370 17.6556 -14.7955 -0.2 0.4 -0.8 -0.6421
H 20.4993 17.0579 -14.6977 -0.6 -0.3 0.0 0.3550
H 21.6744 17.6223 -13.9578 0.6 0.0 0.8 0.2932
O 22.2897 16.3474 -12.0459 0.0 -0.8 -0.2 -0.6166
H 22.8720 16.0695 -11.3380 0.2 -0.2 0.1 0.3174
H 22.0794 17.2522 -11.8482 -0.2 0.9 0.0 0.3335
O 19.3233 15.2290 -15.0469 -0.1 0.1 -1.6 -0.7013
H 20.2864 15.1074 -14.9918 -0.4 -0.2 -0.3 0.3203
H 19.0810 15.1926 -16.0229 0.6 0.0 1.8 0.3530
O 16.6648 16.6278 -15.3640 -1.8 0.2 -1.1 -0.6224
H 17.5916 16.7271 -15.3543 1.6 0.4 0.4 0.3163
H 16.4120 16.1262 -14.6079 0.0 -0.6 0.8 0.3018
```
Positions in Å, forces in eV/Å.

Calculated values
- SMILES: O.O.O.O.O.O
- Highest occupied orbital energy: -10.75 eV
- 2S+1: 1
- Kohn-Sham gap: 10.916 eV

---

Entry 2:
Computed, not measured: a 6-piece molecular cluster, H12O6 overall, with ωB97M-V/def2-TZVPD.

XYZ file:
```
18
Properties=species:S:1:pos:R:3:forces:R:3:mulliken_charge:R:1
O 0.0119 1.1645 3.1944 0.2 -0.1 -0.1 -0.6544
H 0.4357 0.4501 2.7013 -0.1 0.0 0.1 0.3126
H 0.4103 1.1242 4.0719 -0.1 0.0 -0.1 0.3259
O 0.2097 0.2432 -0.6885 -0.3 -0.1 0.4 -0.6313
H -0.6546 0.1087 -0.2492 0.5 0.1 -0.4 0.3771
H 0.8430 0.3852 0.0269 0.2 0.0 -0.2 0.3056
O -2.1364 -0.7608 0.3823 -0.5 -0.2 0.4 -0.7264
H -3.0878 -0.5944 0.4405 0.2 0.2 0.1 0.3359
H -1.9316 -1.3031 1.1558 0.0 0.1 -0.1 0.3108
O -2.1427 -1.9926 -2.1845 -0.2 0.0 0.2 -0.6478
H -2.3716 -1.6810 -1.2918 0.4 -0.2 -0.5 0.3860
H -1.1803 -1.9533 -2.2081 -0.1 0.1 0.0 0.3021
O 2.5783 0.7279 1.4172 -0.3 0.2 0.3 -0.6566
H 2.1207 1.4311 1.9010 0.1 0.0 -0.1 0.3441
H 3.5138 0.8898 1.5807 0.0 -0.1 -0.1 0.2959
O 1.4484 0.8012 -3.4914 0.0 -0.1 0.1 -0.6370
H 0.8530 0.3971 -4.1304 0.0 0.0 0.0 0.3174
H 1.0801 0.5622 -2.6280 -0.1 0.1 0.0 0.3402
```
Positions in Å, forces in eV/Å.

Calculated values
- SMILES: O.O.O.O.O.O
- Highest occupied orbital energy: -10.61 eV
- 2S+1: 1
- Kohn-Sham gap: 10.643 eV

---

Entry 3:
Computed, not measured: a 6-piece molecular cluster, H12O6 overall, with ωB97M-V/def2-TZVPD.

XYZ file:
```
18
Properties=species:S:1:pos:R:3:forces:R:3:mulliken_charge:R:1
O -1.6900 2.0306 1.6136 0.1 0.0 0.1 -0.5975
H -0.8529 1.5678 1.4932 -0.2 -0.1 0.0 0.2784
H -1.7816 2.1369 2.5671 0.0 0.0 -0.1 0.3082
O -2.5044 0.7193 -1.8141 0.1 -0.3 0.0 -0.6157
H -2.5294 0.3387 -2.6982 0.0 0.0 0.1 0.3094
H -1.7130 0.3342 -1.3983 -0.1 0.4 -0.2 0.3420
O 0.0759 0.1856 -0.5979 0.3 -0.3 0.0 -0.5984
H 0.6872 -0.5682 -0.7108 -0.2 0.3 0.3 0.3355
H 0.6435 0.9232 -0.3446 0.0 -0.1 -0.2 0.2640
O 1.6753 -2.0920 0.1255 0.1 -0.2 0.1 -0.6198
H 2.6163 -2.2042 0.3043 -0.1 0.1 -0.1 0.2958
H 1.2848 -2.9595 0.2867 0.0 0.1 -0.1 0.3016
O 3.3994 1.4869 -0.4234 0.0 0.1 0.1 -0.6196
H 4.0275 1.5357 0.3063 -0.1 0.0 -0.1 0.3127
H 3.5225 2.3110 -0.9091 0.0 -0.1 0.0 0.3132
O -2.6546 -2.0314 0.6647 0.2 -0.1 -0.1 -0.6353
H -2.0899 -2.2847 1.4023 0.0 0.1 -0.1 0.3001
H -2.1166 -1.4301 0.1327 -0.2 0.0 0.2 0.3255
```
Positions in Å, forces in eV/Å.

Calculated values
- SMILES: O.O.O.O.O.O
- Highest occupied orbital energy: -10.47 eV
- 2S+1: 1
- Kohn-Sham gap: 10.583 eV